P:
Molecular formula: C6H4FN
Method: DFT, wB97M-V/def2-TZVPD

The calculation puts the LUMO energy at 0.0298 Eh. As for the frontier orbital gap: 0.40597 hartree.

The geometry in ORCA input format:
```
! RIJCOSX wB97M-V def2-TZVPD def2/J DEFGRID3
* xyz 0 1
C 2.09163 -1.32352 -0.17020
C 0.94733 -1.06888 0.00179
C -0.29184 -0.58729 0.50040
C -1.25498 -0.12080 -0.53182
F -2.63384 -0.28732 -0.44318
C -0.77706 0.84485 0.57576
C 0.27540 1.71215 0.08326
N 1.42111 2.00542 -0.48595
H 3.11700 -1.50164 -0.69205
H -0.69572 -1.19610 1.25811
H -0.86762 0.04763 -1.41829
H -1.33142 1.47550 1.32218
*
```

Atom charges from the natural (NBO) analysis, given in e for atoms 1 to 8: atom 1 (C): -0.154, atom 2 (C): -0.063, atom 3 (C): -0.302, atom 4 (C): 0.268, atom 5 (F): -0.328, atom 6 (C): -0.381, atom 7 (C): 0.261, atom 8 (N): -0.318


Q:
Molecular formula: C6H4FN
Method: DFT, wB97M-V/def2-TZVPD

The calculation puts the LUMO energy at 0.0058 Eh. As for the frontier orbital gap: 0.34311 hartree.

The geometry in ORCA input format:
```
! RIJCOSX wB97M-V def2-TZVPD def2/J DEFGRID3
* xyz 0 1
N -1.07132 1.36488 2.90575
C -0.75677 0.81247 1.93410
C -0.35666 0.14756 0.73098
C -0.68801 -1.09110 0.35213
C -0.08812 -1.41069 -0.94176
C 0.60173 -0.31867 -1.31203
F 1.32283 -0.18582 -2.42736
C 0.53380 0.78506 -0.30908
H -1.31281 -1.77697 0.90555
H -0.21422 -2.35669 -1.47397
H 1.52346 1.02611 0.08450
H 0.12147 1.67793 -0.73615
*
```

Atom charges from the natural (NBO) analysis, given in e for atoms 1 to 8: atom 1 (N): -0.308, atom 2 (C): 0.267, atom 3 (C): -0.155, atom 4 (C): -0.115, atom 5 (C): -0.342, atom 6 (C): 0.466, atom 7 (F): -0.304, atom 8 (C): -0.502


Q comes first in stability; the runner-up is 106.6 kcal/mol higher.


P:
Molecular formula: C2H3IN4
Method: DFT, wB97M-V/def2-TZVPD

The calculation puts the LUMO energy at -0.0219 Eh. As for the frontier orbital gap: 0.35893 hartree.

The geometry in ORCA input format:
```
! RIJCOSX wB97M-V def2-TZVPD def2/J DEFGRID3
* xyz 0 1
I 1.19670 -1.57074 -1.82230
C 0.85827 0.29978 -0.64250
N 0.87394 0.07738 0.77764
C 0.43130 -0.86540 1.65794
N 0.57008 -0.38598 2.85352
N 1.09432 0.77429 2.71979
N 1.33031 1.11257 1.52475
H 1.79311 0.87081 -0.84784
H -0.15423 0.84670 -0.68551
H 0.06568 -1.83465 1.29485
*
```

Atom charges from the natural (NBO) analysis, given in e for atoms 1 to 8: atom 1 (I): 0.100, atom 2 (C): -0.325, atom 3 (N): -0.249, atom 4 (C): 0.155, atom 5 (N): -0.284, atom 6 (N): -0.060, atom 7 (N): -0.073, atom 8 (H): 0.255


Q:
Molecular formula: C2H3IN4
Method: DFT, wB97M-V/def2-TZVPD

The calculation puts the LUMO energy at -0.0033 Eh. As for the frontier orbital gap: 0.35788 hartree.

The geometry in ORCA input format:
```
! RIJCOSX wB97M-V def2-TZVPD def2/J DEFGRID3
* xyz 0 1
C 0.56579 1.93031 1.32657
C -0.62893 -1.34988 0.01079
N 0.95097 1.28949 2.15368
N 1.23809 0.69658 -2.16039
N 0.84713 -0.15610 -1.52688
N 0.59731 -1.00268 -0.72014
I -2.42904 -0.48443 -0.78700
H 0.18227 2.56578 0.51778
H -0.60908 -1.09082 1.09575
H -0.71451 -2.39826 0.08982
*
```

Atom charges from the natural (NBO) analysis, given in e for atoms 1 to 8: atom 1 (C): 0.070, atom 2 (C): -0.355, atom 3 (N): -0.316, atom 4 (N): -0.089, atom 5 (N): 0.259, atom 6 (N): -0.337, atom 7 (I): 0.066, atom 8 (H): 0.245


P comes first in stability; the runner-up is 24.2 kcal/mol higher.


P:
Molecular formula: C5H12N
Method: DFT, wB97M-V/def2-TZVPD

The calculation puts the LUMO energy (spin up / spin down) at -0.3499 / -0.4556 Eh. As for the frontier orbital gap (spin up / spin down): 0.38390 / 0.33907 hartree. As for the expectation value of S²: 0.754.

The geometry in ORCA input format:
```
! RIJCOSX wB97M-V def2-TZVPD def2/J DEFGRID3
* xyz 2 2
C -1.39874 -0.72537 1.10483
C -0.56294 -1.14657 -0.11708
C 0.90959 -0.82229 -0.12816
C 1.61995 0.29363 -0.59865
C 1.26509 1.13262 -1.78624
N -1.17482 0.66801 1.61650
H -1.23465 -1.39128 1.95118
H -2.44326 -0.88195 0.85363
H -1.09156 -0.83481 -1.03474
H -0.60401 -2.22527 -0.27128
H 1.57809 -1.68710 -0.04945
H 2.68951 0.27408 -0.37471
H 2.14363 1.10645 -2.43960
H 1.20443 2.17643 -1.45061
H 0.37077 0.80573 -2.30437
H -1.93822 1.33888 1.48526
H -0.51800 1.10861 0.97672
H -0.81486 0.81020 2.56675
*
```

Atom charges from the natural (NBO) analysis, given in e for atoms 1 to 8: atom 1 (C): -0.232, atom 2 (C): -0.546, atom 3 (C): 0.078, atom 4 (C): 0.112, atom 5 (C): -0.708, atom 6 (N): -0.674, atom 7 (H): 0.264, atom 8 (H): 0.279


Q:
Molecular formula: C5H12N
Method: DFT, wB97M-V/def2-TZVPD

The calculation puts the LUMO energy (spin up / spin down) at -0.5096 / -0.4664 Eh. As for the frontier orbital gap (spin up / spin down): 0.17601 / 0.23884 hartree. As for the expectation value of S²: 1.757.

The geometry in ORCA input format:
```
! RIJCOSX wB97M-V def2-TZVPD def2/J DEFGRID3
* xyz 2 2
C 0.31146 2.68340 0.08453
C 1.25426 1.48746 -0.02482
C 0.89153 0.34927 1.02838
C -0.46534 -0.04485 1.01964
C -1.05176 -1.30454 1.15716
N -1.01377 -2.81692 -2.09887
H 0.32531 3.31595 -0.80146
H 0.49621 3.28232 0.97571
H -0.69900 2.29529 0.17978
H 2.29740 1.74892 0.14741
H 1.19016 1.00868 -0.99919
H 1.52322 -0.53899 0.89576
H 1.17316 0.75377 2.01853
H -0.41948 -2.19001 1.09047
H -2.09538 -1.47394 1.41075
H -1.07519 -2.14845 -1.32406
H -1.55093 -2.59940 -2.94996
H -1.09185 -3.80795 -1.80978
*
```

Atom charges from the natural (NBO) analysis, given in e for atoms 1 to 8: atom 1 (C): -0.623, atom 2 (C): -0.324, atom 3 (C): -0.630, atom 4 (C): 0.476, atom 5 (C): -0.210, atom 6 (N): -0.285, atom 7 (H): 0.267, atom 8 (H): 0.246


P comes first in stability; the runner-up is 115.7 kcal/mol higher.


P:
Molecular formula: C4H4N4
Method: DFT, wB97M-V/def2-TZVPD

The calculation puts the LUMO energy at 0.0342 Eh. As for the frontier orbital gap: 0.34092 hartree.

The geometry in ORCA input format:
```
! RIJCOSX wB97M-V def2-TZVPD def2/J DEFGRID3
* xyz 0 1
C -0.81284 1.16492 -1.32586
N -1.95193 0.73885 -0.77510
N -1.63745 -0.28773 0.09060
C -0.30450 -0.38916 0.26724
C 0.71024 -0.93925 0.99745
N 1.85936 -0.42163 0.49782
N 1.65579 0.46433 -0.45076
C 0.27287 0.48680 -0.61863
H -0.80781 1.94644 -2.05704
H -2.51887 -0.54038 0.66923
H 0.78185 -1.61603 1.86223
H 2.75329 -0.60717 0.84282
*
```

Atom charges from the natural (NBO) analysis, given in e for atoms 1 to 8: atom 1 (C): -0.055, atom 2 (N): -0.219, atom 3 (N): -0.383, atom 4 (C): 0.012, atom 5 (C): -0.117, atom 6 (N): -0.271, atom 7 (N): -0.253, atom 8 (C): 0.017


Q:
Molecular formula: C4H4N4
Method: DFT, wB97M-V/def2-TZVPD

The calculation puts the LUMO energy at 0.0239 Eh. As for the frontier orbital gap: 0.32077 hartree.

The geometry in ORCA input format:
```
! RIJCOSX wB97M-V def2-TZVPD def2/J DEFGRID3
* xyz 0 1
C 0.76196 1.90999 -0.19076
C 0.69544 1.05336 -1.21744
C 0.04282 -0.05254 -0.74759
N -0.40287 -1.38873 -0.87855
N -0.80376 -1.84226 0.29566
N -0.60889 -0.93436 1.23954
N -0.15607 0.12273 0.61970
C 0.36259 1.21157 1.02630
H 1.34663 2.88753 -0.13135
H 1.21915 1.06673 -2.22704
H -0.13982 -2.08652 -1.72647
H 0.19827 1.69636 1.92735
*
```

Atom charges from the natural (NBO) analysis, given in e for atoms 1 to 8: atom 1 (C): -0.251, atom 2 (C): -0.350, atom 3 (C): 0.215, atom 4 (N): -0.373, atom 5 (N): -0.036, atom 6 (N): -0.064, atom 7 (N): -0.156, atom 8 (C): -0.113


P comes first in stability; the runner-up is 35.9 kcal/mol higher.


P:
Molecular formula: C7H7N
Method: DFT, wB97M-V/def2-TZVPD

The calculation puts the LUMO energy at 0.0306 Eh. As for the frontier orbital gap: 0.36108 hartree.

The geometry in ORCA input format:
```
! RIJCOSX wB97M-V def2-TZVPD def2/J DEFGRID3
* xyz 0 1
C -0.69608 1.22972 -0.23474
C 0.07697 0.94474 0.90100
C 0.00711 -0.37823 1.33041
N -0.71448 -1.32815 0.76689
C -1.50666 -1.01044 -0.24602
C -1.50346 0.26085 -0.79125
H -0.73925 2.27594 -0.65515
H 0.71979 1.71962 1.33707
H 0.59342 -0.67795 2.20370
H -1.98748 -1.84892 -0.70912
H -2.09118 0.40402 -1.70545
C 1.99959 0.17446 -0.35251
C 1.91367 -0.96514 -0.74845
H 2.02916 1.19904 -0.01192
H 1.89885 -1.99958 -1.08446
*
```

Atom charges from the natural (NBO) analysis, given in e for atoms 1 to 8: atom 1 (C): -0.169, atom 2 (C): -0.264, atom 3 (C): 0.060, atom 4 (N): -0.430, atom 5 (C): 0.040, atom 6 (C): -0.268, atom 7 (H): 0.219, atom 8 (H): 0.222


Q:
Molecular formula: C7H7N
Method: DFT, wB97M-V/def2-TZVPD

The calculation puts the LUMO energy at 0.0300 Eh. As for the frontier orbital gap: 0.37239 hartree.

The geometry in ORCA input format:
```
! RIJCOSX wB97M-V def2-TZVPD def2/J DEFGRID3
* xyz 0 1
C 2.15338 0.25489 0.03930
C 0.73670 0.23897 -0.02077
C 0.11936 -0.78630 -0.96313
C -1.08340 -0.53981 -0.04794
C -0.09769 -0.53276 1.10754
C -1.36746 0.85726 -0.21405
C -0.17599 1.54796 0.04087
H 0.69343 -1.78703 -0.81318
H -0.04371 -0.65823 -2.06934
H -1.91518 -1.16142 0.16123
H 0.31132 -1.57464 1.24300
H -0.47757 -0.17519 2.03802
H -2.31375 1.40630 -0.37042
H 0.17326 2.65882 -0.09821
N 3.28728 0.25116 -0.03293
*
```

Atom charges from the natural (NBO) analysis, given in e for atoms 1 to 8: atom 1 (C): 0.292, atom 2 (C): -0.217, atom 3 (C): -0.341, atom 4 (C): -0.309, atom 5 (C): -0.310, atom 6 (C): -0.181, atom 7 (C): -0.193, atom 8 (H): 0.221


R:
Molecular formula: C7H7N
Method: DFT, wB97M-V/def2-TZVPD

The calculation puts the LUMO energy at 0.0081 Eh. As for the frontier orbital gap: 0.36596 hartree.

The geometry in ORCA input format:
```
! RIJCOSX wB97M-V def2-TZVPD def2/J DEFGRID3
* xyz 0 1
C 2.73829 0.65735 0.04354
C 2.09459 -0.38279 0.59768
C 1.17201 -1.22170 -0.18404
C -0.06049 -0.89626 -0.52761
C -0.82841 0.33566 -0.24306
C -0.52424 1.61960 -0.20092
C -2.18202 -0.04274 0.09860
N -3.25634 -0.33520 0.45630
H 3.42844 1.24795 0.58512
H 2.59988 0.94844 -0.98844
H 2.34579 -0.75612 1.57231
H 1.43475 -2.26046 -0.44103
H -0.66040 -1.60624 -1.05169
H -1.22934 2.28780 0.18334
H 0.41695 2.07027 -0.55881
*
```

Atom charges from the natural (NBO) analysis, given in e for atoms 1 to 8: atom 1 (C): -0.363, atom 2 (C): -0.221, atom 3 (C): -0.180, atom 4 (C): -0.205, atom 5 (C): -0.172, atom 6 (C): -0.281, atom 7 (C): 0.262, atom 8 (N): -0.308


S:
Molecular formula: C7H7N
Method: DFT, wB97M-V/def2-TZVPD

The calculation puts the LUMO energy at 0.0268 Eh. As for the frontier orbital gap: 0.37466 hartree.

The geometry in ORCA input format:
```
! RIJCOSX wB97M-V def2-TZVPD def2/J DEFGRID3
* xyz 0 1
C -1.77939 1.17162 0.22486
C -2.62582 -0.00666 0.05216
C -1.89775 -1.10683 -0.07755
N -0.67466 -1.42457 -0.25821
C 0.04944 -0.35773 -0.48085
C -0.47328 0.94345 -0.22729
H -2.00650 2.18886 0.42434
H -3.54085 -0.06825 0.50541
H -2.37448 -2.12212 0.26174
H 1.10868 -0.41342 -0.77740
H 0.31332 1.73976 -0.11686
C 3.59105 0.23714 -0.32385
C 3.32449 -0.45060 0.58354
H 3.65173 0.68664 -1.34975
H 3.33403 -1.01729 1.55969
*
```

Atom charges from the natural (NBO) analysis, given in e for atoms 1 to 8: atom 1 (C): -0.152, atom 2 (C): -0.269, atom 3 (C): 0.035, atom 4 (N): -0.420, atom 5 (C): 0.058, atom 6 (C): -0.291, atom 7 (H): 0.220, atom 8 (H): 0.220


R comes first in stability; the runner-up is 20.1 kcal/mol higher.


P:
Molecular formula: C7H7N
Method: DFT, wB97M-V/def2-TZVPD

The calculation puts the LUMO energy at 0.0348 Eh. As for the frontier orbital gap: 0.34340 hartree.

The geometry in ORCA input format:
```
! RIJCOSX wB97M-V def2-TZVPD def2/J DEFGRID3
* xyz 0 1
C -1.99345 0.54864 -0.17041
C -0.33862 0.05182 0.86218
C 1.03598 0.15667 1.28252
C 1.93759 -0.37212 0.40603
C 1.63395 -0.86307 -0.97284
C 0.30463 -0.69683 -1.39056
C -0.65507 -0.36190 -0.43793
H -2.68021 -0.30311 0.07505
H -2.34474 1.27200 -0.81629
H -2.11374 1.13384 1.73270
H 1.41356 1.09834 1.93426
H 3.02081 -0.67629 0.43074
H 2.29597 -1.38233 -1.48227
H -0.18046 -0.68481 -2.47978
N -1.33622 1.07916 1.02660
*
```

Atom charges from the natural (NBO) analysis, given in e for atoms 1 to 8: atom 1 (C): -0.215, atom 2 (C): 0.143, atom 3 (C): -0.254, atom 4 (C): -0.214, atom 5 (C): -0.215, atom 6 (C): -0.212, atom 7 (C): -0.065, atom 8 (H): 0.191


Q:
Molecular formula: C7H7N
Method: DFT, wB97M-V/def2-TZVPD

The calculation puts the LUMO energy at 0.0333 Eh. As for the frontier orbital gap: 0.37518 hartree.

The geometry in ORCA input format:
```
! RIJCOSX wB97M-V def2-TZVPD def2/J DEFGRID3
* xyz 0 1
C -3.59959 -0.38062 0.08557
C -2.57871 0.25563 -0.02535
C -0.26913 -0.33500 -0.19836
C 0.25093 0.96402 -0.15669
C 1.59370 1.09509 0.00416
C 2.39971 -0.04214 0.05408
C 1.73663 -1.31047 -0.01710
H -4.19188 -1.28952 0.09541
H -1.92520 1.19394 0.20852
H -1.35752 -0.41417 -0.19534
H -0.38235 1.86270 -0.21682
H 2.03753 2.08054 0.07204
H 3.50177 -0.01451 0.35788
H 2.34715 -2.19158 0.02359
N 0.43696 -1.47390 -0.09159
*
```

Atom charges from the natural (NBO) analysis, given in e for atoms 1 to 8: atom 1 (C): -0.202, atom 2 (C): -0.333, atom 3 (C): 0.092, atom 4 (C): -0.292, atom 5 (C): -0.170, atom 6 (C): -0.262, atom 7 (C): 0.051, atom 8 (H): 0.239


R:
Molecular formula: C7H7N
Method: DFT, wB97M-V/def2-TZVPD

The calculation puts the LUMO energy at 0.0349 Eh. As for the frontier orbital gap: 0.37031 hartree.

The geometry in ORCA input format:
```
! RIJCOSX wB97M-V def2-TZVPD def2/J DEFGRID3
* xyz 0 1
C -2.33976 -0.48561 -0.08883
C -1.23272 -1.27874 -0.01989
C 0.15915 -0.73905 -0.11591
C 0.18395 0.58945 -0.21716
C -0.99348 1.46424 0.02179
N -2.15944 0.86159 0.08339
C 1.70023 0.76149 -0.06373
C 1.70654 -0.78300 0.13079
H -3.25661 -0.92167 0.00810
H -1.52704 -2.24664 0.00110
H -0.82506 2.54427 0.10561
H 2.06066 1.41418 0.86838
H 2.28993 1.03309 -1.03673
H 2.14687 -1.14186 1.12721
H 2.08678 -1.07171 -0.80411
*
```

Atom charges from the natural (NBO) analysis, given in e for atoms 1 to 8: atom 1 (C): -0.005, atom 2 (C): -0.210, atom 3 (C): -0.016, atom 4 (C): -0.056, atom 5 (C): 0.058, atom 6 (N): -0.420, atom 7 (C): -0.418, atom 8 (C): -0.408


S:
Molecular formula: C7H7N
Method: DFT, wB97M-V/def2-TZVPD

The calculation puts the LUMO energy at 0.0332 Eh. As for the frontier orbital gap: 0.37327 hartree.

The geometry in ORCA input format:
```
! RIJCOSX wB97M-V def2-TZVPD def2/J DEFGRID3
* xyz 0 1
C -0.85015 -1.02265 -1.66460
C 0.34171 -0.57843 -1.18515
C 0.55267 0.27909 -0.18396
N -0.44397 0.73040 0.51668
C -1.64304 0.30015 0.25451
C -1.93687 -0.59345 -0.89304
H -0.89112 -1.66575 -2.70600
H 1.39103 -1.19999 -1.41456
H 1.50574 0.47606 0.25859
H -2.47217 0.46087 0.97314
H -3.02772 -1.01234 -0.88635
C 2.28524 0.52921 1.86157
C 1.52433 1.41945 1.68431
H 2.76732 -0.39814 2.08003
H 0.89701 2.27552 1.30482
*
```

Atom charges from the natural (NBO) analysis, given in e for atoms 1 to 8: atom 1 (C): -0.195, atom 2 (C): -0.235, atom 3 (C): -0.027, atom 4 (N): -0.451, atom 5 (C): 0.051, atom 6 (C): -0.262, atom 7 (H): 0.238, atom 8 (H): 0.202


R comes first in stability; the runner-up is 26.0 kcal/mol higher.